{
  "formula": "C3H5NO2",
  "method": "wB97M-V/def2-TZVPD",
  "species": ["C", "C", "C", "H", "H", "H", "H", "H", "N", "O", "O"],
  "xyz": [[-0.98, 1.21, 0.02], [0.38, 0.98, 0.27], [0.93, -0.37, 0.21], [-1.96, -0.63, -0.43], [-3.03, 0.56, -0.18], [-1.30, 2.23, 0.12], [1.00, 1.78, 0.72], [0.71, -1.99, -0.70], [-2.03, 0.35, -0.42], [0.13, -1.16, -0.66], [1.97, -0.76, 0.71]],
  "charge": 0,
  "e_tot_ev": -8776.7771,
  "homo_ha": -0.3263,
  "multiplicity": 1,
  "smiles": "N/C=C\\C(=O)O"
}

{
  "formula": "C17H21ClN4O4",
  "method": "wB97M-V/def2-TZVPD",
  "species": ["C", "H", "O", "C", "C", "N", "C", "C", "N", "C", "O", "C", "N", "O", "C", "C", "H", "C", "O", "C", "C", "N", "C", "C", "C", "H", "Cl", "H", "H", "H", "H", "C", "H", "C", "H", "H", "H", "H", "H", "H", "H", "H", "H", "H", "H", "H", "H"],
  "xyz": [[-8.84, -0.04, 0.30], [-8.50, -1.12, 0.18], [-7.57, 0.83, 0.18], [-6.83, 0.46, 1.28], [-5.58, 1.14, 0.99], [-4.77, 0.63, 0.22], [-4.02, 1.56, -0.41], [-3.22, 0.99, -1.83], [-2.41, -0.06, -1.26], [-0.98, -0.01, -1.26], [-0.54, 1.15, -1.85], [-0.25, -0.90, -0.73], [-0.43, -2.01, 0.23], [0.69, -2.45, 0.67], [1.66, -2.15, -0.30], [1.15, -1.18, -0.87], [1.78, -0.77, -1.70], [2.96, -2.85, 0.06], [4.16, -1.88, -0.55], [4.29, -0.78, 0.30], [3.64, -0.38, 1.24], [3.89, 0.86, 2.08], [4.96, 1.63, 1.49], [5.60, 1.20, 0.46], [5.34, 0.14, -0.60], [5.94, -0.34, -1.26], [6.93, 1.97, -0.34], [5.23, 2.59, 1.93], [2.81, -0.95, 1.92], [3.08, -3.73, -0.58], [3.16, -2.99, 0.97], [-3.15, -1.05, -0.51], [-2.43, -1.75, 0.05], [-3.87, -0.42, 0.72], [-4.48, -1.07, 1.31], [-3.06, 0.35, 1.46], [-3.83, -1.48, -1.22], [-2.57, 1.68, -2.00], [-3.95, 0.56, -2.37], [-4.72, 2.56, -0.91], [-3.11, 2.12, 0.22], [-5.26, 1.51, 2.36], [-6.01, 2.26, 0.81], [-6.69, -0.72, 1.39], [-7.50, 0.84, 2.17], [-9.30, 0.17, -0.68], [-9.41, 0.05, 1.16]],
  "charge": 0,
  "e_tot_ev": -44622.8343,
  "homo_ha": -0.3083,
  "multiplicity": 1
}

{
  "formula": "C33H35N7",
  "method": "wB97M-V/def2-TZVPD",
  "species": ["N", "C", "C", "C", "C", "H", "H", "H", "H", "H", "N", "C", "C", "C", "C", "H", "H", "H", "H", "H", "N", "C", "C", "C", "C", "C", "H", "H", "H", "H", "H", "N", "C", "C", "C", "C", "C", "H", "H", "H", "H", "H", "N", "C", "C", "C", "C", "C", "H", "H", "H", "H", "H", "N", "C", "C", "C", "C", "C", "H", "H", "H", "H", "H", "N", "C", "C", "C", "C", "C", "H", "H", "H", "H", "H"],
  "xyz": [[-1.28, 5.65, -7.31], [-2.17, 5.73, -8.42], [-3.49, 5.74, -8.02], [-3.48, 5.66, -6.62], [-2.14, 5.60, -6.25], [-0.28, 5.54, -7.38], [-1.81, 5.70, -9.44], [-4.40, 5.73, -8.61], [-4.25, 5.80, -5.88], [-1.71, 5.49, -5.26], [-3.23, -0.19, -8.80], [-2.72, -0.37, -10.08], [-2.59, -1.71, -10.27], [-2.89, -2.36, -9.05], [-3.37, -1.42, -8.23], [-3.51, 0.68, -8.37], [-2.65, 0.45, -10.79], [-2.43, -2.20, -11.22], [-2.91, -3.43, -8.97], [-3.86, -1.52, -7.28], [2.73, 2.93, 4.98], [3.30, 2.97, 6.20], [4.57, 3.44, 6.59], [5.37, 3.86, 5.52], [4.95, 3.70, 4.23], [3.62, 3.28, 3.96], [2.55, 2.67, 6.92], [4.86, 3.54, 7.63], [6.31, 4.34, 5.74], [5.59, 4.05, 3.43], [3.18, 3.35, 2.98], [-0.04, 1.72, -1.09], [-0.71, 0.81, -0.25], [-1.85, 0.05, -0.50], [-2.42, 0.28, -1.76], [-1.88, 1.16, -2.72], [-0.66, 1.86, -2.32], [-0.20, 0.73, 0.70], [-2.36, -0.62, 0.17], [-3.38, -0.19, -1.89], [-2.24, 1.30, -3.73], [-0.27, 2.55, -3.04], [4.13, -3.74, 4.73], [3.59, -2.78, 3.90], [4.20, -1.55, 3.63], [5.52, -1.42, 4.04], [6.12, -2.39, 4.81], [5.36, -3.56, 5.19], [2.58, -3.03, 3.64], [3.71, -0.86, 2.95], [6.09, -0.52, 3.84], [7.11, -2.08, 5.12], [5.86, -4.27, 5.83], [1.05, -5.93, 0.10], [0.13, -5.03, -0.36], [-1.13, -4.96, 0.07], [-1.51, -5.75, 1.19], [-0.62, -6.67, 1.77], [0.64, -6.75, 1.10], [0.41, -4.44, -1.21], [-1.80, -4.28, -0.45], [-2.46, -5.63, 1.69], [-0.71, -7.31, 2.64], [1.42, -7.43, 1.40], [-2.55, -0.29, 7.87], [-2.32, 0.93, 7.32], [-2.15, 1.03, 5.95], [-2.16, -0.13, 5.15], [-2.33, -1.38, 5.68], [-2.44, -1.39, 7.05], [-2.18, 1.78, 7.98], [-2.06, 1.92, 5.34], [-2.14, 0.08, 4.09], [-2.46, -2.20, 4.99], [-2.75, -2.32, 7.51]],
  "charge": 0,
  "e_tot_ev": -45214.7592,
  "homo_ha": -0.3074,
  "multiplicity": 1,
  "smiles": "c1cc[nH]c1.c1cc[nH]c1.c1ccncc1.c1ccncc1.c1ccncc1.c1ccncc1.c1ccncc1"
}

{
  "formula": "C6H7N2O",
  "method": "wB97M-V/def2-TZVPD",
  "species": ["C", "C", "C", "C", "C", "C", "N", "N", "O", "H", "H", "H", "H", "H", "H", "H"],
  "xyz": [[2.87, -1.32, 0.00], [-1.86, -0.51, -0.01], [0.01, 0.84, -0.03], [-0.79, -1.55, -0.02], [0.62, -0.38, -0.02], [0.65, 2.17, -0.01], [-3.07, -0.75, 0.03], [1.84, -0.80, 0.00], [-1.31, 0.80, -0.03], [3.84, -1.75, 0.05], [-0.75, -2.15, 0.88], [-0.75, -2.14, -0.93], [1.63, 2.15, -0.48], [0.77, 2.50, 1.02], [0.01, 2.89, -0.51], [-3.72, 0.02, 0.04]],
  "charge": 1,
  "e_tot_ev": -11353.0890,
  "homo_ha": -0.5029,
  "multiplicity": 1,
  "smiles": "[H]/N=C1/CC([N+]#C)=C(C)O1"
}

{
  "formula": "C24H43Cl2ErN4O5Si",
  "method": "wB97M-V/def2-TZVPD",
  "species": ["C", "C", "H", "H", "H", "C", "C", "H", "H", "H", "H", "Er", "Cl", "C", "O", "N", "C", "C", "H", "H", "H", "H", "H", "H", "H", "H", "H", "C", "C", "N", "H", "C", "O", "H", "H", "H", "H", "H", "H", "C", "C", "N", "H", "C", "O", "H", "H", "H", "H", "O", "C", "C", "C", "H", "C", "H", "C", "H", "C", "C", "H", "H", "H", "Si", "Cl", "C", "C", "C", "H", "H", "H", "H", "H", "H", "H", "H", "H", "O", "C", "N"],
  "xyz": [[-0.98, 1.10, -4.37], [-1.27, 0.00, -3.40], [0.10, 1.39, -4.31], [-1.59, 2.00, -4.17], [-1.15, 0.78, -5.41], [-0.93, -1.27, -3.76], [-0.28, -1.67, -5.04], [-1.05, -2.09, -3.07], [0.61, -1.05, -5.25], [-0.96, -1.57, -5.90], [0.02, -2.73, -4.99], [2.21, 0.50, 0.84], [-4.03, 2.24, 0.20], [0.67, -1.69, 2.70], [1.76, -1.20, 2.29], [0.56, -2.76, 3.48], [1.65, -3.71, 3.65], [-0.78, -3.17, 3.85], [-0.30, -1.26, 2.42], [2.59, -3.19, 3.84], [1.79, -4.32, 2.75], [1.40, -4.36, 4.49], [-1.36, -2.28, 4.07], [-0.74, -3.83, 4.72], [-1.29, -3.68, 3.02], [0.64, 0.99, 4.67], [-0.78, 3.18, 4.02], [1.52, 1.64, 4.68], [0.18, 3.70, 4.13], [1.28, 2.80, 3.81], [2.39, 1.10, 4.31], [1.97, 2.98, 2.70], [2.72, 2.09, 2.16], [0.21, 4.55, 3.45], [1.93, 3.97, 2.25], [1.69, 1.99, 5.70], [0.26, 4.04, 5.17], [2.91, -1.55, -2.99], [2.71, -4.40, -2.20], [3.89, -1.74, -2.53], [3.69, -4.13, -1.77], [3.75, -2.71, -1.44], [4.27, -0.79, -2.14], [3.58, -2.31, -0.19], [3.65, -1.08, 0.15], [3.84, -4.72, -0.85], [3.31, -3.09, 0.52], [4.55, -2.14, -3.30], [4.46, -4.39, -2.51], [-2.03, 1.62, -1.59], [-2.07, 0.29, -2.05], [-0.37, -1.24, -0.96], [-1.67, -0.76, -0.97], [0.42, -0.68, -1.49], [-0.11, -2.51, -0.44], [-3.11, 0.08, -2.27], [-2.64, -1.30, -0.12], [0.86, -2.98, -0.61], [-1.13, -3.12, 0.31], [-2.36, -2.47, 0.54], [-3.59, -0.78, 0.04], [-0.97, -4.15, 0.67], [-3.05, -2.94, 1.24], [-2.68, 3.12, -1.11], [2.16, 1.19, -1.49], [-1.10, 3.77, -0.26], [-3.64, 4.95, -0.68], [-2.93, 3.62, -2.90], [-0.54, 2.90, 0.07], [-1.25, 4.43, 0.60], [-0.46, 4.29, -0.99], [-1.94, 3.77, -3.36], [-3.53, 4.50, -3.18], [-3.41, 2.77, -3.41], [-3.53, 5.28, 0.37], [-4.74, 4.91, -0.84], [-3.29, 5.81, -1.29], [-1.77, 1.22, 2.68], [-0.87, 1.17, 1.90], [0.07, 1.09, 1.14]],
  "charge": 0,
  "e_tot_ev": -102331.7839,
  "homo_ha": -0.1987,
  "multiplicity": 4,
  "s2": 3.752
}

{
  "formula": "C16H32Cu6N3O6",
  "method": "wB97M-V/def2-TZVPD",
  "species": ["Cu", "Cu", "Cu", "Cu", "Cu", "Cu", "C", "C", "C", "C", "C", "C", "N", "O", "C", "C", "C", "H", "H", "H", "H", "H", "H", "H", "H", "H", "H", "H", "H", "H", "H", "H", "H", "H", "H", "C", "O", "O", "O", "C", "O", "N", "C", "C", "H", "H", "H", "H", "H", "H", "H", "C", "O", "N", "C", "C", "H", "H", "H", "H", "H", "H", "H"],
  "xyz": [[-3.03, 0.69, -1.42], [-2.40, -5.27, -0.17], [-3.93, -0.58, 7.73], [-0.35, -4.98, 7.41], [-1.17, 2.28, 3.61], [-5.75, -5.71, 4.92], [-1.46, -2.23, -7.37], [-1.81, -1.08, -6.45], [-1.50, 0.18, -7.35], [-2.56, 0.34, -8.44], [-3.91, 0.32, -7.74], [-4.30, -0.86, -6.86], [-3.16, -1.15, -5.85], [-3.49, -2.22, -4.88], [-4.77, -2.10, -7.57], [-5.56, -0.28, -6.08], [-0.83, -0.95, -5.27], [-1.82, -3.18, -6.98], [-0.41, -2.28, -7.66], [-2.09, -2.25, -8.26], [-0.58, 0.00, -7.91], [-1.45, 1.07, -6.73], [-2.62, -0.35, -9.28], [-2.47, 1.31, -8.94], [-4.74, 0.47, -8.42], [-4.08, 1.22, -7.14], [-5.10, -1.80, -8.56], [-5.68, -2.42, -7.05], [-3.94, -2.80, -7.46], [-5.24, 0.58, -5.49], [-6.01, -0.97, -5.35], [-6.39, -0.05, -6.74], [0.20, -0.79, -5.59], [-0.57, -1.84, -4.70], [-0.94, -0.08, -4.62], [-0.99, -2.52, 3.41], [-0.66, -1.90, 4.41], [-1.58, -3.62, 3.47], [-1.00, -1.96, 2.31], [1.57, 4.30, 9.80], [1.03, 3.47, 9.02], [2.35, 4.18, 10.89], [3.19, 5.31, 11.33], [2.39, 3.01, 11.67], [1.52, 5.37, 9.57], [2.86, 5.72, 12.28], [3.29, 6.09, 10.58], [4.26, 5.15, 11.52], [2.87, 3.20, 12.63], [1.47, 2.52, 11.97], [3.01, 2.18, 11.32], [6.12, 1.03, 3.53], [6.60, 1.37, 4.68], [6.44, -0.05, 2.83], [5.60, -0.70, 1.85], [7.71, -0.76, 2.97], [5.32, 1.57, 3.00], [6.13, -0.51, 0.92], [4.64, -0.18, 1.88], [5.39, -1.76, 2.01], [7.63, -1.83, 2.81], [8.35, -0.32, 2.20], [8.38, -0.59, 3.82]],
  "charge": 3,
  "e_tot_ev": -301653.7473,
  "homo_ha": -0.4250,
  "multiplicity": 1
}

no.,frontier orbital gap (eV)
1,9.6
2,7.2
3,8.6
4,8.9
5,4.9
6,1.6